Record 1
Entry from OMol25: 2 unconnected molecules or ions with the total composition C5H14N2 (the ωB97M-V functional and the def2-TZVPD basis).

Last columns: bonded neighbours and bond lengths (Å).
CARTESIAN COORDINATES (ANGSTROEM)
1 C 0.93245 1.25095 1.66750  C2 1.526, H5 1.089, H6 1.091, H7 1.094
2 C 0.45516 1.71973 0.29639  C1 1.526, C3 1.524, N4 1.468, H8 1.093
3 C 1.10941 3.04203 -0.08435  C2 1.524, H9 1.089, H10 1.088, H11 1.093
4 N 0.69067 0.73512 -0.76732  C2 1.468, H12 1.016, H13 1.017
5 H 0.74524 2.00459 2.43044  C1 1.089
6 H 0.41684 0.34184 1.98165  C1 1.091
7 H 2.00689 1.05001 1.63431  C1 1.094
8 H -0.62477 1.88402 0.34098  C2 1.093
9 H 0.59130 3.52403 -0.91246  C3 1.089
10 H 1.10118 3.72486 0.76263  C3 1.088
11 H 2.14671 2.89499 -0.39451  C3 1.093
12 H 0.36002 -0.17452 -0.45774  N4 1.016
13 H 1.69711 0.62498 -0.86534  N4 1.017
14 C -1.49514 -2.35937 0.69602  N16 1.449, H17 1.086, H18 1.094, H19 1.091
15 C -1.15224 -2.27555 -1.59318  N16 1.259, H20 1.082, H21 1.100
16 N -0.62857 -2.45107 -0.46149  C14 1.449, C15 1.259
17 H -1.27788 -3.17801 1.37612  C14 1.086
18 H -2.55885 -2.34651 0.43941  C14 1.094
19 H -1.26219 -1.44337 1.24138  C14 1.091
20 H -0.52746 -2.29491 -2.47675  C15 1.082
21 H -2.23328 -2.10260 -1.69784  C15 1.100

Results
- Kohn-Sham gap: 10.3 eV
- Energy above the lowest of the compared OMol25 structures with the same formula, charge and spin: 115.3 kJ/mol
- HOMO: -9.209 eV
- Charge: 0
- Multiplicity: 1

Here are the natural (NBO) charges for atoms 1 to 8, given in e: -0.62 -0.05 -0.61 -0.83 0.21 0.20 0.20 0.18

Record 2
Entry from OMol25: 3 unconnected molecules or ions with the total composition C36H68N4O6S2 at a distorted geometry (the ωB97M-V functional and the def2-TZVPD basis).

Last columns: bonded neighbours and bond lengths (Å).
CARTESIAN COORDINATES (ANGSTROEM)
1 C 3.06115 -2.07237 3.30944  C2 1.292, H27 1.082, H28 1.083
2 C 2.09803 -2.16443 2.45276  C1 1.292, O3 1.408, H29 1.084
3 O 2.30836 -2.42790 1.08586  C2 1.408, C4 1.352
4 C 1.99791 -1.34331 0.33996  O3 1.352, O5 1.184, N6 1.388
5 O 1.88298 -0.27732 0.84110  C4 1.184
6 N 1.83624 -1.51564 -1.02798  C4 1.388, C7 1.447, O19 1.394
7 C 2.11837 -0.35376 -1.84273  N6 1.447, C8 1.542, H30 1.087, H31 1.091
8 C 0.94727 0.61744 -2.09493  C7 1.542, C9 1.553, H32 1.087, H33 1.090
9 C 1.17592 2.02115 -1.47174  C8 1.553, S10 1.818, H34 1.090, H35 1.089
10 S -0.33854 2.78746 -0.82167  C9 1.818, C11 1.768
11 C -1.66516 2.60422 -1.97592  S10 1.768, S12 1.714, N13 1.398
12 S -1.36175 2.48835 -3.65889  C11 1.714
13 N -3.01083 2.58836 -1.59801  C11 1.398, C14 1.481, C18 1.467
14 C -3.54561 3.94064 -1.31634  N13 1.481, C15 1.518, H36 1.094, H37 1.096
15 C -4.62844 3.88112 -0.25469  C14 1.518, O16 1.414, H38 1.095, H39 1.089
16 O -4.04408 3.49602 0.97444  C15 1.414, C17 1.422
17 C -3.38939 2.23601 0.89275  O16 1.422, C18 1.543, H40 1.090, H41 1.100
18 C -3.30565 1.63210 -0.52514  N13 1.467, C17 1.543, H42 1.092, H43 1.093
19 O 0.71074 -2.23882 -1.42148  N6 1.394, C20 1.417
20 C -0.39154 -2.11125 -0.54044  O19 1.417, C21 1.544, H44 1.093, H45 1.095
21 C -1.63662 -2.61721 -1.30102  C20 1.544, C22 1.535, C23 1.548, H46 1.091
22 C -1.30979 -3.87241 -2.12150  C21 1.535, H47 1.093, H48 1.090, H49 1.087
23 C -2.71873 -3.04543 -0.28022  C21 1.548, C24 1.545, H50 1.095, H51 1.092
24 C -3.45984 -1.86141 0.38069  C23 1.545, C25 1.535, C26 1.530, H52 1.093
25 C -4.94257 -2.21265 0.56798  C24 1.535, H53 1.092, H54 1.093, H55 1.091
26 C -2.83626 -1.46609 1.72025  C24 1.530, H56 1.093, H57 1.092, H58 1.089
27 H 4.03522 -1.64601 3.10730  C1 1.082
28 H 2.87067 -2.45208 4.30615  C1 1.083
29 H 1.06875 -2.02759 2.76420  C2 1.084
30 H 2.95989 0.18700 -1.41767  C7 1.087
31 H 2.47769 -0.71685 -2.80673  C7 1.091
32 H -0.03524 0.24093 -1.82020  C8 1.087
33 H 0.90673 0.78704 -3.17125  C8 1.090
34 H 1.85161 1.90723 -0.62372  C9 1.090
35 H 1.67517 2.66141 -2.19809  C9 1.089
36 H -2.72034 4.60027 -1.03334  C14 1.094
37 H -3.96558 4.35632 -2.23940  C14 1.096
38 H -5.47172 3.23430 -0.51852  C15 1.095
39 H -4.98118 4.90209 -0.11821  C15 1.089
40 H -2.41038 2.26421 1.37099  C17 1.090
41 H -3.98742 1.53000 1.48834  C17 1.100
42 H -2.47573 0.92283 -0.50168  C18 1.092
43 H -4.18852 1.02349 -0.73457  C18 1.093
44 H -0.60920 -1.07690 -0.26183  C20 1.093
45 H -0.30960 -2.76067 0.33762  C20 1.095
46 H -2.04624 -1.82774 -1.93247  C21 1.091
47 H -2.22385 -4.17023 -2.64221  C22 1.093
48 H -1.03908 -4.70947 -1.47731  C22 1.090
49 H -0.56022 -3.68935 -2.88712  C22 1.087
50 H -2.25315 -3.70209 0.46233  C23 1.095
51 H -3.44437 -3.64642 -0.83208  C23 1.092
52 H -3.42329 -1.04028 -0.33916  C24 1.093
53 H -5.52534 -1.33312 0.84757  C25 1.092
54 H -5.06108 -2.96544 1.35127  C25 1.093
55 H -5.36147 -2.62650 -0.35102  C25 1.091
56 H -3.24480 -0.50774 2.04926  C26 1.093
57 H -1.76695 -1.29332 1.58355  C26 1.092
58 H -2.98861 -2.22176 2.49000  C26 1.089
59 C 3.61280 8.05645 -5.77285  C60 1.554, H70 1.086, H71 1.091, H72 1.091
60 C 3.19482 6.56233 -5.68421  C59 1.554, C61 1.539, N65 1.494, C69 1.531
61 C 2.09033 6.22977 -6.70330  C60 1.539, C62 1.527, H73 1.095, H74 1.092
62 C 0.67499 6.61985 -6.28481  C61 1.527, C63 1.525, H75 1.094, H76 1.092
63 C 0.37647 6.10780 -4.87959  C62 1.525, C64 1.528, H77 1.092, H78 1.095
64 C 1.41087 6.58334 -3.86066  C63 1.528, N65 1.496, C67 1.542, C68 1.526
65 N 2.80490 6.23762 -4.27949  C60 1.494, C64 1.496, O66 1.293
66 O 2.98689 4.97273 -4.08038  N65 1.293
67 C 1.24209 8.10411 -3.66683  C64 1.542, H79 1.092, H80 1.091, H81 1.088
68 C 1.09129 5.99177 -2.49057  C64 1.526, H82 1.088, H83 1.090, H84 1.092
69 C 4.44417 5.79916 -6.13079  C60 1.531, H85 1.091, H86 1.091, H87 1.089
70 H 3.27464 8.65737 -4.93404  C59 1.086
71 H 4.69850 8.16188 -5.76160  C59 1.091
72 H 3.24558 8.52704 -6.68640  C59 1.091
73 H 2.09093 5.15053 -6.88992  C61 1.095
74 H 2.32662 6.69663 -7.66160  C61 1.092
75 H 0.54474 7.70409 -6.34395  C62 1.094
76 H -0.04290 6.19158 -6.98818  C62 1.092
77 H -0.61989 6.43359 -4.57242  C63 1.092
78 H 0.34493 5.01318 -4.89824  C63 1.095
79 H 1.99700 8.50042 -2.98512  C67 1.092
80 H 0.26448 8.31749 -3.23271  C67 1.091
81 H 1.28515 8.67250 -4.59390  C67 1.088
82 H 1.04715 4.90487 -2.50900  C68 1.088
83 H 0.11565 6.33587 -2.14629  C68 1.090
84 H 1.82974 6.29462 -1.74548  C68 1.092
85 H 5.25915 5.91832 -5.41514  C69 1.091
86 H 4.78105 6.18604 -7.09370  C69 1.091
87 H 4.25735 4.73359 -6.25917  C69 1.089
88 C 0.26258 -6.71196 7.60543  C89 1.554, H99 1.086, H100 1.091, H101 1.091
89 C 0.08293 -5.53344 6.60858  C88 1.554, C90 1.539, N94 1.495, C98 1.531
90 C -1.17050 -5.72534 5.73672  C89 1.539, C91 1.526, H102 1.095, H103 1.092
91 C -1.00280 -6.66671 4.54784  C90 1.526, C92 1.525, H104 1.093, H105 1.093
92 C 0.24044 -6.29527 3.74708  C91 1.525, C93 1.528, H106 1.092, H107 1.096
93 C 1.49824 -6.26293 4.61400  C92 1.528, N94 1.498, C96 1.542, C97 1.528
94 N 1.33154 -5.36772 5.80402  C89 1.495, C93 1.498, O95 1.293
95 O 1.40253 -4.13975 5.40688  N94 1.293
96 C 1.83743 -7.70577 5.04026  C93 1.542, H108 1.092, H109 1.091, H110 1.088
97 C 2.69455 -5.83142 3.76649  C93 1.528, H111 1.088, H112 1.090, H113 1.092
98 C -0.19264 -4.32466 7.50632  C89 1.531, H114 1.091, H115 1.091, H116 1.089
99 H 1.08290 -7.37780 7.35484  C88 1.086
100 H 0.50476 -6.34760 8.60466  C88 1.091
101 H -0.64198 -7.31706 7.68573  C88 1.091
102 H -1.48262 -4.75196 5.34275  C90 1.095
103 H -1.99744 -6.07228 6.35943  C90 1.092
104 H -0.95532 -7.70511 4.88722  C91 1.093
105 H -1.88354 -6.60019 3.90466  C91 1.093
106 H 0.37610 -7.00555 2.92838  C92 1.092
107 H 0.08432 -5.31731 3.27829  C92 1.096
108 H 2.70122 -7.72632 5.70727  C96 1.092
109 H 2.08677 -8.30383 4.16298  C96 1.091
110 H 1.01484 -8.22470 5.52861  C96 1.088
111 H 2.53950 -4.86695 3.28713  C97 1.088
112 H 2.86562 -6.55559 2.96956  C97 1.090
113 H 3.60354 -5.77561 4.36884  C97 1.092
114 H 0.68129 -4.06911 8.10746  C98 1.091
115 H -1.01375 -4.55706 8.18604  C98 1.091
116 H -0.48456 -3.44200 6.93832  C98 1.089

Results
- Kohn-Sham gap (alpha / beta): 8.0 / 8.0 eV
- Energy above the lowest of the compared OMol25 structures with the same formula, charge and spin: 178.5 kJ/mol
- HOMO (alpha / beta): -8.238 / -8.237 eV
- Charge: 0
- Multiplicity: 3

Here are the Mulliken charges for atoms 1 to 8, given in e: -0.83 0.20 -0.37 0.70 -0.54 -0.03 -1.39 0.09